The following is a DFT calculation (ωB97M-V/def2-TZVPD) of one molecule with the formula C3H5NO2 at a distorted geometry.

Positions of all 11 atoms, in Å:
1 N 0.7112 2.2453 -0.4835
2 C 0.9283 1.2410 0.0496
3 C 1.1314 -0.1563 0.5086
4 O 0.3974 -1.0202 -0.3144
5 C -1.0184 -0.7955 -0.2998
6 O -1.3879 0.4978 0.0389
7 H 2.1867 -0.3875 0.3450
8 H 0.9022 -0.2607 1.5793
9 H -1.3470 -1.0884 -1.3034
10 H -1.4843 -1.4447 0.4526
11 H -1.0197 1.1693 -0.5729

Its relative energy (zero: lowest compared OMol25 entry of this formula, charge and spin) is 2.025 eV. As for the total energy: -322.4999 Eh. The calculation puts the HOMO-LUMO gap at 11.6 eV. As for the charge: 0.

Per-atom natural (NBO) charges, elementary charge units: atom 1 (N): -0.357, atom 2 (C): 0.279, atom 3 (C): -0.168, atom 4 (O): -0.524, atom 5 (C): 0.226, atom 6 (O): -0.720, atom 7 (H): 0.236, atom 8 (H): 0.214, atom 9 (H): 0.159, atom 10 (H): 0.154, atom 11 (H): 0.500